{"formula": "H14NO5", "method": "ωB97M-V with the def2-TZVPD basis set", "elements": ["N", "H", "H", "H", "H", "H", "H", "O", "H", "H", "O", "H", "H", "O", "H", "H", "O", "H", "H", "O"], "xyz": [[1.135, 0.552, 0.415], [1.991, 1.177, 0.319], [1.078, 0.221, -0.510], [0.324, 1.040, 0.805], [1.327, -0.371, 0.930], [-2.326, -5.159, 1.851], [-1.603, -4.709, 3.026], [-1.768, -4.410, 2.154], [3.252, 3.127, 0.403], [3.885, 2.297, -0.751], [3.068, 2.360, -0.143], [-1.064, 1.538, -4.909], [0.432, 1.289, -4.800], [-0.390, 1.227, -4.305], [-2.288, -1.949, -0.005], [-1.057, -2.669, 0.570], [-1.393, -1.785, 0.295], [-1.610, 2.677, 1.102], [-1.824, 1.708, 2.091], [-1.169, 1.841, 1.463]], "homo_energy_ha": [-0.08959, -0.40755], "e_above_lowest_ev": 1.146, "spin_multiplicity": 2, "total_energy_ev": -11951.3766, "lumo_ev": [0.58, 0.54], "s2": 0.75}

{"formula": "H14NO5", "method": "ωB97M-V with the def2-TZVPD basis set", "elements": ["N", "H", "H", "H", "H", "H", "H", "O", "H", "H", "O", "H", "H", "O", "H", "H", "O", "H", "H", "O"], "xyz": [[0.047, -0.996, 0.407], [-0.246, -1.301, -0.522], [0.109, -1.862, 0.997], [-0.618, -0.257, 0.666], [0.977, -0.604, 0.287], [2.487, 1.107, -2.719], [1.751, 2.200, -2.041], [2.154, 1.323, -1.826], [-1.407, 0.544, -4.296], [-0.080, 1.307, -4.579], [-0.699, 1.063, -3.859], [-2.481, 0.959, 2.628], [-1.607, -0.109, 3.145], [-1.732, 0.411, 2.338], [0.227, 2.520, 1.598], [0.889, 2.271, 0.245], [0.234, 1.897, 0.855], [-0.097, -3.237, 2.970], [0.215, -4.045, 1.703], [-0.121, -3.190, 2.001]], "homo_energy_ha": [-0.66287, -0.66144], "e_above_lowest_ev": 0.381, "spin_multiplicity": 2, "total_energy_ev": -11934.5546, "lumo_ev": [-6.92, -15.00], "s2": 0.76, "total_charge": 2}